--- A ---
{"formula": "C6H8S", "method": "wB97M-V/def2-TZVPD", "smiles": "C=CC#CSCC", "homo_energy_ev": -8.69, "elements": ["C", "C", "C", "C", "S", "C", "C", "H", "H", "H", "H", "H", "H", "H", "H"], "xyz": [[-1.20637, -2.99812, 1.88476], [-1.67376, -2.08104, 0.97090], [-0.74875, -1.30075, 0.19772], [0.08079, -0.82198, -0.48291], [1.29444, -0.05851, -1.57515], [1.51065, 1.55216, -0.69250], [0.57717, 2.62510, -1.20756], [-0.13555, -3.10908, 2.06769], [-1.87451, -3.58729, 2.49206], [-2.72282, -2.04750, 0.78750], [2.54114, 1.85846, -0.82881], [1.32102, 1.34547, 0.36732], [0.61415, 3.49298, -0.55153], [0.86038, 2.86967, -2.22660], [-0.43798, 2.26041, -1.20287]]}

--- B ---
{"formula": "C6H8S", "method": "wB97M-V/def2-TZVPD", "smiles": "SC1C2=C1CCC2", "homo_energy_ev": -8.74, "elements": ["S", "C", "C", "C", "C", "C", "C", "H", "H", "H", "H", "H", "H", "H", "H"], "xyz": [[-2.68497, -0.29410, 0.55855], [-1.53947, -0.34552, -1.04539], [-0.22655, -0.84445, -0.80085], [-0.27732, 0.48500, -0.96994], [0.70959, 1.26102, -0.15344], [1.37336, 0.12074, 0.63782], [0.73038, -1.31025, 0.20243], [-2.49904, 1.08776, 0.75312], [-2.08540, -0.26728, -1.94800], [1.46354, 1.81988, -0.78481], [-0.03200, 1.77176, 0.45368], [1.16062, 0.21260, 1.64979], [2.47512, 0.03922, 0.41224], [0.06122, -1.71444, 1.12932], [1.37091, -2.02195, -0.09451]]}

Result of the stability comparison: A is the most stable of them.

--- A ---
{"formula": "C4H10N", "method": "wB97M-V/def2-TZVPD", "homo_energy_ev": -13.40, "charge": 1, "elements": ["C", "C", "C", "C", "N", "H", "H", "H", "H", "H", "H", "H", "H", "H", "H"], "xyz": [[-0.63095, 1.10277, 1.56383], [0.35116, 2.09453, 0.91331], [0.53702, 1.40823, -0.37853], [0.47729, 0.12768, -0.32505], [0.15370, -3.59873, -1.54504], [-1.62236, 1.26211, 1.14383], [-0.14744, 0.08827, 1.19584], [-0.77872, 1.09036, 2.64234], [-0.01013, 3.11154, 0.74544], [1.30951, 2.16966, 1.42750], [0.54487, 1.96682, -1.32125], [0.37588, -0.60454, -1.13075], [-0.15535, -2.94036, -0.84063], [-0.61324, -4.24267, -1.69995], [0.20875, -3.03568, -2.39090]]}

--- B ---
{"formula": "C4H10N", "method": "wB97M-V/def2-TZVPD", "smiles": "C=[NH+]CCC", "homo_energy_ev": -16.10, "charge": 1, "elements": ["C", "N", "C", "C", "C", "H", "H", "H", "H", "H", "H", "H", "H", "H", "H"], "xyz": [[-2.16856, -0.68066, -0.25757], [-1.38783, -0.11392, 0.62019], [-0.50528, 0.94225, 0.08363], [1.06956, 0.68374, 0.10607], [1.42224, -0.66614, -0.62302], [-2.05663, -0.17766, -1.33556], [-2.99618, -1.46337, -0.00670], [-1.23947, -0.43636, 1.53346], [-0.71101, 1.07490, -1.02457], [-0.72098, 1.85742, 0.69998], [1.54200, 0.74036, 1.12978], [1.34496, 1.53471, -0.34198], [2.43418, -1.00302, -0.30922], [0.73272, -1.40029, -0.19497], [1.37084, -0.64889, -1.68587]]}

Result of the stability comparison: B is the most stable of them.

--- A ---
{"formula": "C4H10N", "method": "wB97M-V/def2-TZVPD", "smiles": "C[C@H]1C[C@@H]1[NH3+]", "homo_energy_ev": -15.09, "charge": 1, "elements": ["C", "C", "C", "C", "N", "H", "H", "H", "H", "H", "H", "H", "H", "H", "H"], "xyz": [[0.60530, -1.74686, -0.14328], [-0.05341, -0.55139, 0.42776], [0.93574, 0.60384, 0.76378], [-0.01605, 0.61962, -0.47416], [-1.23968, 1.37080, -0.28400], [1.36382, -1.47124, -0.99476], [-0.18532, -2.34415, -0.67038], [1.15005, -2.37097, 0.63717], [-0.91323, -0.79337, 0.94937], [0.79805, 1.29309, 1.62323], [1.96540, 0.39428, 0.50271], [0.30721, 0.56938, -1.48642], [-1.40685, 2.04024, -1.09966], [-1.25495, 1.78076, 0.67129], [-2.05609, 0.60597, -0.42265]]}

--- B ---
{"formula": "C4H10N", "method": "wB97M-V/def2-TZVPD", "homo_energy_ev": -13.99, "charge": 1, "elements": ["C", "N", "H", "H", "H", "H", "C", "C", "C", "H", "H", "H", "H", "H", "H"], "xyz": [[-2.45515, -0.23518, -0.58933], [-1.59255, 0.74974, -0.43928], [-3.48630, 0.10226, -0.75200], [-2.09289, -1.23806, -0.09474], [-0.63632, 0.71222, -0.00133], [-1.69604, 1.70277, -0.63775], [1.22201, -0.87191, -0.62270], [0.97820, -0.31939, 0.80751], [1.49025, 0.83910, 1.18375], [2.19486, -1.38402, -0.51312], [1.37706, -0.06658, -1.42013], [0.44642, -1.57842, -1.06846], [0.72627, -1.04162, 1.52347], [1.73785, 1.08447, 2.20225], [1.78635, 1.54463, 0.42186]]}

--- C ---
{"formula": "C4H10N", "method": "wB97M-V/def2-TZVPD", "smiles": "C[C@H]1C[C@@H]1[NH3+]", "homo_energy_ev": -15.55, "charge": 1, "elements": ["C", "C", "C", "C", "N", "H", "H", "H", "H", "H", "H", "H", "H", "H", "H"], "xyz": [[1.97926, 0.46569, 0.08318], [0.63100, 0.02287, -0.46770], [0.02350, -1.26211, -0.04682], [-0.50627, 0.03418, 0.48900], [-2.04966, 0.38451, -0.07018], [1.86412, 0.74745, 1.22009], [2.50893, 1.36889, -0.38813], [2.65490, -0.31745, -0.05862], [0.55390, 0.48330, -1.38034], [-0.60962, -1.87118, -0.83671], [0.48269, -1.80653, 0.61884], [-0.38491, 0.38571, 1.46826], [-2.68935, -0.14694, 0.51258], [-1.96977, 0.24446, -1.05696], [-2.28874, 1.32762, 0.21377]]}

Result of the stability comparison: A is the most stable of them.

--- A ---
{"formula": "C2H8N2", "method": "wB97M-V/def2-TZVPD", "smiles": "C=N.CN", "homo_energy_ev": -9.42, "elements": ["C", "N", "H", "H", "H", "C", "N", "H", "H", "H", "H", "H"], "xyz": [[-4.32906, 0.65344, -1.02819], [-4.47195, 0.59296, 0.24104], [-4.30710, 1.56823, -1.62392], [-4.60522, -0.18514, -1.65898], [-3.98726, -0.23774, 0.58660], [4.02947, -1.16768, 0.70650], [3.71126, 0.13930, 0.01937], [4.04885, -1.89501, -0.12346], [4.72547, -1.06858, 1.54128], [3.05381, -1.39635, 1.13301], [3.62595, 0.87676, 0.71848], [4.55089, 0.43871, -0.46645]]}

--- B ---
{"formula": "C2H8N2", "method": "wB97M-V/def2-TZVPD", "smiles": "CNCN", "homo_energy_ev": -7.94, "elements": ["C", "N", "C", "N", "H", "H", "H", "H", "H", "H", "H", "H"], "xyz": [[-0.71416, -0.26198, -1.39837], [0.23064, 0.35808, -0.48894], [0.76647, -0.29121, 0.75859], [-0.02272, 0.40042, 1.74552], [-0.27435, -0.32642, -2.39393], [-1.63602, 0.32678, -1.45455], [-0.96872, -1.26694, -1.06206], [0.54916, 1.29740, -0.69560], [0.52978, -1.36221, 0.66130], [1.83818, -0.08376, 0.84629], [0.47522, 0.51276, 2.62101], [-0.77348, 0.69707, 0.86074]]}

--- C ---
{"formula": "C2H8N2", "method": "wB97M-V/def2-TZVPD", "homo_energy_ev": -8.25, "elements": ["C", "C", "N", "N", "H", "H", "H", "H", "H", "H", "H", "H"], "xyz": [[1.07805, -0.21172, 1.94552], [-0.04365, 0.22084, 0.93604], [-1.11020, -0.00753, -2.83494], [-0.66119, 0.61615, -1.91383], [1.59765, -1.11713, 1.67530], [1.95292, 0.47670, 1.94961], [0.57653, -0.28299, 2.92679], [0.47797, 0.69512, 0.04906], [-0.43850, -0.69486, 0.55517], [-1.60724, 0.46212, -3.64508], [-0.96141, -1.07942, -3.03639], [-0.86094, 0.92273, 1.39274]]}

Result of the stability comparison: A is the most stable of them.

--- A ---
{"formula": "C2H8N2", "method": "wB97M-V/def2-TZVPD", "smiles": "NCCN", "homo_energy_ev": -9.20, "elements": ["N", "C", "C", "N", "H", "H", "H", "H", "H", "H", "H", "H"], "xyz": [[-1.89111, -0.20746, 0.22506], [-0.60340, 0.38512, -0.19100], [0.61993, -0.40884, 0.18946], [1.87690, 0.23696, -0.17587], [-2.30950, -0.77162, -0.49709], [-1.67045, -0.90014, 0.93861], [-0.58806, 0.52518, -1.27003], [-0.60043, 1.37079, 0.28299], [0.49945, -1.38904, -0.28818], [0.65338, -0.59308, 1.26691], [1.96966, 1.07775, 0.39003], [1.77224, 0.66883, -1.08955]]}

--- B ---
{"formula": "C2H8N2", "method": "wB97M-V/def2-TZVPD", "smiles": "C=NC.N", "homo_energy_ev": -9.61, "elements": ["C", "N", "C", "H", "H", "H", "H", "H", "N", "H", "H", "H"], "xyz": [[-1.37639, 0.81342, 0.75712], [-0.55399, 1.25654, 1.60165], [-0.26437, 0.40779, 2.74844], [-1.87999, -0.14246, 0.92802], [-1.53126, 1.45261, -0.10306], [0.12090, -0.54437, 2.38712], [0.40168, 0.87352, 3.45858], [-1.18988, 0.19908, 3.29752], [1.37758, -1.24842, -3.64070], [1.05438, -0.29467, -3.78663], [1.61980, -1.66172, -4.52454], [2.22154, -1.11132, -3.12352]]}

Result of the stability comparison: A is the most stable of them.

--- A ---
{"formula": "C2H8N2", "method": "wB97M-V/def2-TZVPD", "smiles": "NCCN", "homo_energy_ev": -9.14, "elements": ["N", "C", "C", "N", "H", "H", "H", "H", "H", "H", "H", "H"], "xyz": [[0.50265, 1.69098, 0.61055], [-0.41127, 0.60827, 0.19928], [0.39659, -0.64978, -0.08838], [-0.40763, -1.78761, -0.60739], [-0.06088, 2.36313, 1.09947], [0.91714, 2.09263, -0.20872], [-1.10886, 0.42989, 1.01597], [-0.97545, 0.81624, -0.72228], [0.81296, -1.02638, 0.84278], [1.16197, -0.44083, -0.83059], [-0.20513, -1.99184, -1.57700], [-1.39345, -1.58818, -0.59909]]}

--- B ---
{"formula": "C2H8N2", "method": "wB97M-V/def2-TZVPD", "smiles": "NCCN", "homo_energy_ev": -9.25, "elements": ["N", "C", "C", "N", "H", "H", "H", "H", "H", "H", "H", "H"], "xyz": [[-1.38450, 1.06187, -0.84238], [-0.07353, 0.43836, -0.76962], [0.21963, -0.21602, 0.58704], [1.42983, -1.05713, 0.49198], [-2.09307, 0.40785, -0.48676], [-1.46325, 1.85361, -0.21066], [0.70988, 1.19369, -0.95530], [-0.00036, -0.28440, -1.56139], [-0.62076, -0.77396, 0.93446], [0.39187, 0.62768, 1.31079], [1.70333, -1.25960, 1.43538], [1.18092, -1.99195, 0.06646]]}

Result of the stability comparison: B is the most stable of them.

--- A ---
{"formula": "C2H8N2", "method": "wB97M-V/def2-TZVPD", "smiles": "[H]/N=C/N.C", "homo_energy_ev": -9.26, "elements": ["H", "N", "C", "N", "H", "H", "H", "C", "H", "H", "H", "H"], "xyz": [[-2.05698, 0.11817, 1.60337], [-1.74055, -0.38187, 0.75766], [-1.53166, 0.48315, -0.13190], [-1.35209, 0.11568, -1.39031], [-1.17178, 1.42197, 0.29092], [-0.74367, 0.71019, -1.87409], [-1.19915, -0.88745, -1.79173], [2.00959, -0.36510, 0.50118], [1.54112, -0.51491, 1.47040], [2.87295, -1.06199, 0.31744], [1.10669, -0.32933, -0.07600], [2.26552, 0.69148, 0.32305]]}

--- B ---
{"formula": "C2H8N2", "method": "wB97M-V/def2-TZVPD", "homo_energy_ev": -7.51, "elements": ["C", "C", "N", "N", "H", "H", "H", "H", "H", "H", "H", "H"], "xyz": [[-0.83801, -0.04713, 0.86140], [1.30656, 0.25838, -0.58111], [-0.12156, 0.57608, -0.42188], [-1.52675, -1.09048, 0.21277], [-0.84297, -0.25198, -0.87128], [-1.10093, -1.98936, 0.42238], [-0.31948, 1.56395, -0.59592], [-0.06776, -0.27520, 1.60891], [-1.46946, 0.77179, 1.23263], [1.42177, -0.81462, -0.41917], [1.64082, 0.49873, -1.59034], [1.91776, 0.79983, 0.14162]]}

Result of the stability comparison: A is the most stable of them.

--- A ---
{"formula": "C7H12", "method": "wB97M-V/def2-TZVPD", "multiplicity": 2, "homo_energy_ev": [-14.72, -14.58], "s_squared": 0.75, "charge": 1, "elements": ["C", "C", "C", "C", "C", "C", "C", "H", "H", "H", "H", "H", "H", "H", "H", "H", "H", "H", "H"], "xyz": [[2.15593, -0.42351, 0.48851], [0.70883, -0.52328, 0.82711], [-0.19900, 0.10130, -0.15228], [-1.41742, -0.26703, -0.58618], [-2.34202, -1.41515, -0.04655], [0.31512, 2.48579, -0.33913], [0.29673, 1.26634, -0.92473], [2.56065, -1.07448, -0.34579], [2.96475, -0.78717, 1.19641], [2.51245, 0.59473, 0.13653], [0.34952, -0.36828, 1.91126], [0.34620, -1.69881, 0.98443], [-1.96638, 0.37963, -1.36233], [-1.77645, -2.38798, 0.04598], [-3.10652, -1.68027, -0.77232], [-2.63055, -1.18255, 1.02028], [0.65922, 3.33197, -0.95283], [-0.00118, 2.64768, 0.72719], [0.57010, 1.00105, -1.85556]]}

--- B ---
{"formula": "C7H12", "method": "wB97M-V/def2-TZVPD", "multiplicity": 2, "homo_energy_ev": [-14.38, -14.72], "s_squared": 0.79, "charge": 1, "elements": ["C", "C", "C", "C", "C", "C", "C", "H", "H", "H", "H", "H", "H", "H", "H", "H", "H", "H", "H"], "xyz": [[0.15516, 2.06231, -0.82730], [0.54745, 1.11317, 0.24148], [1.31585, 1.53488, 1.29791], [-1.14883, -0.45514, -0.33263], [0.12602, -0.28050, 0.12908], [0.96755, -1.42136, 0.61086], [-1.71471, -1.79040, -0.67036], [-0.15320, 2.99121, -0.37766], [1.05314, 2.36975, -1.39835], [-0.48116, 1.67735, -1.61746], [1.49719, 1.00988, 2.22232], [1.77525, 2.50135, 1.47974], [-1.88947, 0.29409, -0.58748], [2.02868, -1.19653, 0.76559], [0.49973, -1.75698, 1.55855], [1.02306, -2.16577, -0.18610], [-0.98162, -2.56675, -0.90403], [-2.31452, -2.15292, 0.17365], [-2.30557, -1.76762, -1.57779]]}

Result of the stability comparison: B is the most stable of them.